[1]
49
Properties=species:S:1:pos:R:3 method="wB97M-V/def2-TZVPD" homo_energy_ev=-4.78 e_tot_ev=-95623.6309 e_above_lowest_kcal_mol=70.7 spin_multiplicity=1 lumo_energy_ha=0.13350 gap_ev=8.4 total_charge=-2
S 0.5584 -0.2692 3.3841
S 2.2102 -1.4156 1.7496
F 2.1728 -4.0116 1.0417
F -0.4371 3.3172 -0.4511
F 2.2990 1.8820 3.2898
F -0.2075 5.0397 0.9009
F 2.9340 2.9535 -1.9581
F 1.5959 1.4044 5.3424
F 2.3594 1.6570 -0.2280
F 1.5386 -0.6572 -3.7273
F 3.3430 0.7926 -2.1108
F 0.8460 -2.6992 -0.0551
F 0.6449 -2.5920 -3.3232
F 1.6015 4.3175 -0.1940
F 0.3808 -3.2267 2.0069
F 1.1897 1.6896 -2.0796
F 0.5625 3.0100 1.4587
F 0.4076 -0.8538 -1.8243
F 2.4356 -1.8551 -2.0983
F 3.1451 0.2832 4.4512
O 2.9872 -1.8650 2.9227
O -0.6647 0.4760 3.6186
O 0.6693 -1.5198 4.0980
O 3.1329 -1.0495 0.6538
N 0.8490 -0.2715 1.8571
N -1.5656 1.0465 -2.3116
N -1.7663 -1.4496 -0.0665
N -2.1646 1.7348 1.3807
C -2.9642 1.3292 2.0976
C -3.9664 0.7798 3.0415
C 2.0268 0.9200 4.1764
C -2.0253 -2.1452 -0.9630
C -1.5366 0.7728 -3.4442
C -1.4879 0.3687 -4.8719
C 1.3315 -3.0036 1.1112
C -2.2525 -3.0383 -2.0864
B 2.5036 1.7663 -1.5767
B 1.2185 -1.5480 -2.6976
B 0.3617 3.9299 0.4525
Be -0.1134 0.7710 -0.1362
H -1.9995 -2.5391 -3.0218
H -0.4538 0.3606 -5.2166
H -3.7974 -0.2761 3.2526
H -1.7633 -3.9862 -1.8624
H -5.0005 0.9199 2.7266
H -3.8913 1.4621 3.8882
H -1.9007 -0.6347 -4.9753
H -2.0289 1.1509 -5.4046
H -3.3178 -3.2278 -2.2182

---

[2]
21
Properties=species:S:1:pos:R:3 method="wB97M-V/def2-TZVPD" homo_energy_ev="-4.27 / -3.71" e_tot_ev=-152619.8724 e_above_lowest_kcal_mol=35.7 spin_multiplicity=1 lumo_energy_ha="0.11345 / 0.09960" gap_ev="7.4 / 6.4" total_charge=-1
Br -1.4868 2.1002 -0.2243
Br 2.5092 -0.9142 -0.6863
O 1.3269 2.3772 1.0866
O 3.3234 1.4999 0.3331
C -0.3810 0.3745 1.9714
C 1.4186 0.1387 0.3873
C 0.1015 -0.2444 0.6555
C -0.7880 -0.1971 -1.7500
C -1.4770 0.1065 -2.8800
C -0.7861 0.4075 -0.5012
C 2.1428 1.5576 0.6438
C -0.1804 -1.7892 0.7124
H 0.1918 -0.1135 2.8071
H -1.4403 -0.4996 -3.7880
H -2.0118 1.0311 -3.0757
H -1.4075 0.2767 2.1994
H -0.2120 -1.1789 -1.8170
H -0.7768 -1.9985 1.4998
H 0.8096 -2.2982 0.6400
H -0.2676 1.4708 2.0051
H -0.6083 -2.1069 -0.2190

---

[3]
20
Properties=species:S:1:pos:R:3 method="wB97M-V/def2-TZVPD" homo_energy_ev=-13.94 e_tot_ev=-82015.5959 smiles=O[C@H]1c2cccc[n+]2C[C@@H]1Br e_above_lowest_kcal_mol=0.0 spin_multiplicity=1 lumo_energy_ha=-0.16299 gap_ev=9.5 total_charge=+1
Br 3.4303 -0.4205 0.2868
O 0.5664 2.4401 -0.3206
N -0.1585 -0.6549 -0.4271
C -2.1801 -1.4765 0.4451
C 1.0424 1.2641 0.2666
C -1.1864 0.5118 1.3530
C -1.1286 -1.5716 -0.4438
C -2.2168 -0.4201 1.3498
C -0.1530 0.3580 0.4514
C 0.9547 -0.6563 -1.3408
C 1.9801 0.4747 -0.6695
H -1.0516 -2.3683 -1.1700
H -3.0349 -0.3323 2.0497
H -1.1806 1.3440 2.0385
H 1.4372 -1.6303 -1.4015
H 1.5226 1.4590 1.2358
H -2.9633 -2.2159 0.4297
H 0.6515 -0.3132 -2.3289
H 1.2592 3.1126 -0.3522
H 2.4094 1.0955 -1.4519

---

[4]
21
Properties=species:S:1:pos:R:3 method="wB97M-V/def2-TZVPD" homo_energy_ev=-8.84 e_tot_ev=-53885.0841 e_above_lowest_kcal_mol=135.3 spin_multiplicity=1 lumo_energy_ha=-0.03857 gap_ev=7.8
Cl 2.7602 2.1182 0.4439
Cl 5.0489 0.0120 0.2947
Cl 0.1470 3.7930 -1.3369
Si -0.6584 2.4532 0.0250
C 1.8630 -1.9988 -0.9331
C 0.8272 -1.0305 -0.8714
C 2.3725 0.5416 -0.0243
C -0.5817 -1.5064 -1.2832
C 3.1712 -1.6668 -0.5384
C 1.1061 0.2299 -0.4552
C 3.4011 -0.3894 -0.0357
C -0.3051 2.8807 1.8536
H -1.0635 -0.5858 -1.5736
H -0.9206 3.5814 2.3355
H 1.5989 -2.9703 -1.2709
H -2.0474 2.7860 -0.3051
H 0.7503 3.0863 1.9727
H -1.0680 -2.1600 -0.5966
H 4.0063 -2.3113 -0.8004
H -0.6672 1.9612 2.2596
H -0.2797 -2.2043 -2.1798

---

[5]
31
Properties=species:S:1:pos:R:3 method="wB97M-V/def2-TZVPD" homo_energy_ev="-24.03 / -23.68" s_squared=8.7720 e_tot_ev=-98859.5007 e_above_lowest_kcal_mol=0.0 spin_multiplicity=6 lumo_energy_ha="-0.63865 / -0.71183" gap_ev="6.7 / 4.3" total_charge=+4
Yb 0.3343 1.0176 1.7541
I 1.8196 -3.2908 0.9678
I 1.4110 3.5901 0.5164
Rh -0.2459 -1.6484 0.6356
Cl 0.9080 -0.0709 4.2090
S 1.1908 -0.2319 -0.6452
O -2.9200 -2.3242 -0.5445
O 1.3962 1.0514 4.9579
O -2.5114 2.6585 -0.0237
O -0.4899 0.2592 3.6994
O -2.0639 2.6483 4.3044
O 0.8543 -1.3234 4.8929
O -1.6738 -2.3783 3.1808
O 1.7659 -0.1909 2.9857
C 1.4527 1.0180 -2.9743
C -1.0678 -1.9904 2.2710
C 0.8853 -1.4129 -3.0052
C -0.8889 0.2906 -2.4273
C -1.5788 2.3110 0.5564
C 0.5930 -0.0673 -2.3309
C -1.4086 2.3361 3.4176
C -1.8956 -1.9477 -0.1346
H -1.0427 1.3745 -2.3229
H 1.1616 1.1080 -4.0253
H 1.9428 -1.6637 -2.8721
H -1.4811 -0.2131 -1.6540
H 2.5082 0.7435 -2.9051
H 1.3316 1.9719 -2.4532
H 0.3095 -2.2191 -2.5400
H -1.2480 -0.0517 -3.4136
H 0.6516 -1.3539 -4.0772

---

[6]
21
Properties=species:S:1:pos:R:3 method="wB97M-V/def2-TZVPD" homo_energy_ev=-8.39 e_tot_ev=-25992.4630 smiles="CNC(=O)Nc1ccc(Cl)cc1" e_above_lowest_kcal_mol=0.0 spin_multiplicity=1 lumo_energy_ha=0.02059 gap_ev=8.9
Cl -4.3916 -0.2642 0.0190
O 2.4935 -1.3423 -0.0561
N 3.8262 0.5378 -0.0707
N 1.4786 0.7252 0.1972
C -1.7751 -1.1449 -0.0411
C -0.3605 -0.9021 0.0983
C -2.6384 -0.1026 -0.0652
C -2.1326 1.2074 -0.0750
C 2.6060 -0.1172 0.0390
C 5.0904 -0.2145 -0.0588
C 0.1353 0.4249 0.0387
C -0.7792 1.4858 -0.0425
H 4.9887 -1.0804 -0.6941
H 3.7858 1.4581 0.3589
H -0.4936 2.5395 -0.0158
H 5.3548 -0.5401 1.0031
H 0.2908 -1.7532 0.1538
H 5.9622 0.4171 -0.4120
H -2.0909 -2.2060 -0.1058
H -2.7731 2.0283 -0.1644
H 1.6760 1.7051 -0.2439